1) 11
Properties=species:S:1:pos:R:3 method="wB97M-V/def2-TZVPD" charge=+1
C -0.86489 -0.97171 0.28297
C 1.46848 0.93060 -0.01771
N -1.02777 -2.22674 -0.02962
N 0.67632 1.94668 0.04820
I -2.54009 0.15032 0.10504
H 2.13752 0.86497 -0.81136
H 1.72973 0.31456 0.71491
H -1.81445 -2.69680 -0.27949
H 0.56904 2.61719 -0.72648
H -0.21956 1.86195 0.64308
H -0.11433 -2.79102 0.07047

---

2) 11
Properties=species:S:1:pos:R:3 method="wB97M-V/def2-TZVPD" charge=+1 smiles="NC/C=[NH+]/I"
N -1.07445 -0.02636 -0.29028
C 0.08705 0.11764 0.54439
C 1.35693 -0.12201 -0.08126
N 1.33638 -0.81481 -1.52108
I 2.96170 -1.30882 -2.48899
H -0.85502 0.03308 -1.27102
H -1.85875 0.60266 -0.20275
H 0.10126 1.11277 1.25274
H -0.12954 -0.49337 1.43546
H 2.20491 -0.13993 0.59990
H 0.46432 -0.67024 -2.03015

---

How do the energies compare? Relative to the most stable structure, in kJ/mol: 1) 0.0; 2) 81.3.

---

1) 23
Properties=species:S:1:pos:R:3 method="wB97M-V/def2-TZVPD" charge=+1 smiles="C=[N+]=C(C)[C@]1(C)C[C@H]1C"
C -2.92151 1.44933 0.09228
N -2.08627 0.54347 -0.02601
C -1.15681 -0.38703 -0.04928
C -1.42039 -1.78009 -0.57635
C 0.25308 -0.22532 0.31524
C 1.01110 -1.53807 0.38800
C 0.78264 0.93245 1.21995
C 0.93721 1.06736 -0.26238
C 2.35159 0.95199 -0.80308
H -2.99151 2.04574 -0.83140
H -3.60346 1.72799 0.90292
H -1.29108 -2.36544 0.30708
H -0.82687 -1.84834 -1.37203
H -2.50077 -1.82471 -0.83689
H 0.75613 -1.99317 1.48472
H 2.13422 -1.26809 0.36756
H 0.81918 -2.17425 -0.49027
H 1.62691 0.72135 1.71891
H 0.03801 1.42396 1.86068
H 0.13656 1.62842 -0.60336
H 2.42301 1.90313 -1.35758
H 2.38099 0.14416 -1.42576
H 3.14803 0.86515 -0.02298

---

2) 23
Properties=species:S:1:pos:R:3 method="wB97M-V/def2-TZVPD" charge=+1
C -2.31397 0.97522 0.41651
C -1.61413 2.07189 0.59243
C -0.64240 -2.96252 -0.58947
C -3.09732 -0.03783 0.46369
C 0.02838 -0.62995 -0.28366
C 1.94017 0.93257 -1.28905
C 1.88689 0.26069 1.15215
C 1.50193 -0.09648 -0.27032
N -0.33595 -1.78782 -0.49563
H -1.30707 2.75639 -0.31724
H -1.44590 2.50286 1.56531
H -0.82307 -3.33858 -1.57886
H -0.41788 -3.52509 0.27892
H -2.74105 -1.14945 0.39575
H -4.09884 0.08884 0.51172
H -0.70413 0.20635 0.03170
H 1.67130 1.92555 -1.02702
H 1.45969 0.68666 -2.14987
H 3.06631 1.03894 -1.59111
H 1.14760 0.92959 1.53887
H 2.87841 0.76029 1.30702
H 1.69376 -0.67764 1.81961
H 2.26727 -0.93048 -0.48146

---

How do the energies compare? Relative to the most stable structure, in kJ/mol: 1) 0.0; 2) 174.8.

---

1) 26
Properties=species:S:1:pos:R:3 method="wB97M-V/def2-TZVPD" smiles="C[C@]1([N+](=O)[O-])NN=C[C@@H]1c1ccccc1"
C -1.91294 0.80258 -0.14749
C -0.55512 1.54338 -0.25702
N -0.50780 2.71483 0.63957
O 0.30429 2.69772 1.53008
O -1.37165 3.53715 0.45665
N -0.36386 2.43060 -1.76364
N 0.53443 1.75022 -2.44487
C 1.20129 0.90070 -1.75262
C 0.73668 0.69553 -0.34172
C 0.45290 -0.72237 0.09208
C 0.39145 -0.79063 1.47990
C 0.48733 -2.02857 2.08196
C 0.76154 -3.11880 1.22024
C 0.66361 -3.08045 -0.13637
C 0.47681 -1.86396 -0.72019
H -2.60663 1.60431 -0.52127
H -2.16625 0.44420 0.89176
H -1.74699 0.06442 -0.86588
H -1.10426 2.62009 -2.35632
H 2.04751 0.32876 -2.04935
H 1.25203 1.15882 0.51892
H 0.24987 0.20973 1.94735
H 0.37781 -2.14935 3.17779
H 1.07044 -4.00450 1.71553
H 0.85388 -4.08715 -0.62352
H 0.47363 -1.65723 -1.77157

---

2) 26
Properties=species:S:1:pos:R:3 method="wB97M-V/def2-TZVPD" smiles=OC(O)(Cn1nccn1)c1ccccc1
O 0.58657 1.88304 1.53900
C 0.23222 1.74542 0.22046
O -0.40570 2.89694 -0.24256
C 1.45708 1.28314 -0.96960
N 1.99764 0.03813 -0.51127
N 3.02925 -0.01066 0.29584
C 3.30779 -1.25718 0.47387
C 2.45295 -2.00333 -0.39928
N 1.61422 -1.15404 -0.97484
C -0.74414 0.54921 0.11988
C -1.75922 0.47777 -0.86186
C -2.70985 -0.47398 -0.85162
C -2.50023 -1.57571 -0.01866
C -1.46462 -1.53945 0.92907
C -0.74001 -0.34900 1.17418
H 1.27766 2.49208 1.54200
H -0.85294 3.15510 0.61691
H 2.16621 2.11250 -1.01380
H 1.06581 0.96640 -1.96492
H 4.09402 -1.47969 1.15972
H 2.43452 -3.09631 -0.56828
H -1.87796 1.31492 -1.68992
H -3.46856 -0.28225 -1.59707
H -3.19631 -2.32733 -0.21376
H -1.44490 -2.48897 1.57901
H -0.04125 -0.07261 1.92253

---

How do the energies compare? Relative to the most stable structure, in kJ/mol: 1) 277.3; 2) 0.0.